(1)
Formula: C13H15AuNS5
Source: the Open Molecules 2025 dataset
Level of theory: ωB97M-V/def2-TZVPD

Each line ends with the natural charge from an NBO analysis.
Geometry (Å):
C: -0.92622 -0.09810 3.48449  -0.243
H: 1.40869 0.04203 5.93994  0.192
H: 3.19927 1.40168 -0.80399  0.144
C: -4.61225 -0.86103 0.04444  -0.483
H: 2.98620 -0.84224 1.57212  0.183
C: 0.97561 0.00761 4.94669  -0.233
C: 1.25901 -0.01856 2.53220  0.030
C: -6.38153 0.97569 -0.57484  -0.579
C: -0.40168 -0.05210 4.76917  -0.249
H: 1.66292 1.15510 -1.67220  0.200
C: 2.19579 -1.20601 -0.67744  -0.402
S: -4.91186 1.27546 -1.42205  0.478
H: 3.28826 -1.32699 -0.79983  0.145
C: -3.72840 -3.37355 -0.57889  -0.741
S: -7.74186 1.90344 -0.71014  -0.159
S: -3.99200 -2.28973 0.84700  0.270
H: -2.89324 -3.00458 -1.17185  0.241
C: -0.12861 -0.08195 2.32239  -0.382
H: 2.93127 0.90036 1.57253  0.183
N: 1.83943 -0.00720 0.04689  -0.448
Au: -1.06768 -0.16462 0.50443  0.359
H: 1.67246 2.05799 -0.15846  0.207
C: 2.11685 1.20912 -0.68121  -0.402
H: 2.86932 0.06386 3.95076  0.186
H: -3.50951 -4.36666 -0.18441  0.217
H: -4.63450 -3.41044 -1.18334  0.213
C: 2.31226 0.00909 1.41799  -0.255
S: -2.34666 -0.22467 -1.50500  -0.340
C: 1.78853 0.02314 3.82616  -0.272
H: -2.00425 -0.15048 3.37727  0.201
H: 1.73946 -1.18589 -1.66848  0.199
S: -6.26557 -0.42350 0.41447  0.473
H: 1.80768 -2.07983 -0.15117  0.206
H: -1.06600 -0.06068 5.62609  0.195
C: -3.95093 -0.07393 -0.83374  -0.335

Properties
energy: -2685.8230 hartree
total charge: -1
spin multiplicity: 1
HOMO energy: -4.6 eV

=====

(2)
Formula: C5H7NO2
Source: the Open Molecules 2025 dataset
Level of theory: ωB97M-V/def2-TZVPD

Each line ends with the natural charge from an NBO analysis.
Geometry (Å):
C: 1.39014 -0.09118 1.83995  -0.030
C: 0.94951 0.06208 -2.84983  -0.304
H: 0.31060 1.39119 -0.70119  0.535
H: -1.68540 -1.41285 -1.58817  0.238
H: -2.16272 0.59787 1.31641  0.502
N: 0.80338 -0.23024 2.92094  -0.635
H: -0.01264 -0.82800 3.06813  0.355
C: -1.08842 0.12449 -0.21282  0.698
O: -0.45422 1.24270 -0.06344  -0.678
C: -0.09851 -0.33251 -2.35134  -0.003
H: 1.73008 0.31263 -3.40854  0.214
H: 1.19407 -0.72113 0.82367  0.143
H: 2.04214 0.80515 1.76471  0.161
O: -1.95852 -0.16046 0.73924  -0.658
C: -0.95948 -0.75974 -1.29772  -0.539

Properties
energy: -399.8061 hartree
structure (SMILES): C#CC=C(O)O.C=N
relative energy (zero: lowest compared OMol25 entry of this formula, charge and spin): 100.1 kcal per mole
total charge: 0
spin multiplicity: 1
HOMO energy: -8.1 eV

=====

(3)
Formula: C22H31Cl2N10
Source: the Open Molecules 2025 dataset
Level of theory: ωB97M-V/def2-TZVPD

Each line ends with the natural charge from an NBO analysis.
Geometry (Å):
C: 4.44645 2.70764 0.13667  -0.251
C: -1.41358 0.80535 0.69830  0.616
C: -1.23394 -4.06562 1.43757  -0.422
C: -0.73236 -1.66301 -2.45544  -0.218
H: -1.74507 1.42464 -1.11301  0.378
H: -1.27750 -5.22063 -0.35783  0.215
C: 2.25054 0.67697 -0.60096  0.699
H: -2.86837 -4.78858 0.25300  0.208
H: 5.92606 -0.01926 -1.20697  0.222
H: -1.95550 3.41778 -0.33738  0.218
C: -0.74092 -0.99111 2.09738  0.654
H: -1.13773 -4.99622 1.99916  0.225
H: -0.23081 -3.66044 1.29883  0.209
H: -3.12432 -3.31984 2.18307  0.223
H: 0.98299 -0.88675 3.13869  0.414
H: 0.30692 0.23495 -1.03250  0.461
H: -1.39031 -2.01949 -3.25034  0.212
H: 7.92264 1.09033 -0.27029  0.239
N: -2.49755 1.36247 1.31565  -0.610
H: -6.70231 3.04641 0.95261  0.239
C: 1.55654 -0.61443 -2.53181  0.631
C: 5.82994 0.91371 -0.67378  -0.163
N: 0.25314 -1.51697 2.85421  -0.795
C: -1.85867 -4.40840 0.08319  -0.392
H: 3.55620 0.32289 -2.02230  0.464
C: -3.92287 4.19726 -0.59391  -0.226
C: -2.06220 -3.09283 2.28949  -0.224
N: 1.30826 0.03053 -1.32624  -0.663
C: -5.66740 3.10961 0.65787  -0.208
H: -3.60560 4.98098 -1.26268  0.237
N: 2.72379 -0.53841 -3.05764  -0.814
C: 5.56469 3.33081 0.65975  -0.199
H: -5.06127 1.44642 1.84957  0.219
C: 4.56872 1.48442 -0.51848  0.111
C: -0.57132 -2.75763 -1.39261  -0.418
N: -0.52809 0.15221 1.52809  -0.683
H: 2.59484 1.50796 1.20424  0.414
H: -2.50385 -1.34331 1.22301  0.406
N: 0.52057 -1.29392 -3.08029  -0.599
C: -1.93577 -3.26848 -0.93448  -0.392
H: 0.00102 -3.58859 -1.81059  0.209
H: 0.98603 0.81247 1.00735  0.442
H: -2.66474 1.08403 2.27226  0.413
C: -5.25691 4.09554 -0.22898  -0.034
H: -1.80772 -3.21967 3.34661  0.198
N: 1.89231 1.10337 0.60796  -0.802
Cl: -6.40807 5.21066 -0.86465  0.035
C: 6.81261 2.73941 0.52512  -0.046
H: 0.04107 -2.27330 3.48129  0.403
N: -1.88571 -1.69741 1.93756  -0.608
H: -1.19067 -0.77999 -2.00614  0.222
C: -4.74455 2.21242 1.15683  -0.221
C: 6.94738 1.53401 -0.15233  -0.220
H: 5.47138 4.28035 1.16170  0.236
H: 3.48803 3.20066 0.19982  0.225
H: -0.00967 -2.35108 -0.54975  0.199
N: -1.11093 0.87736 -0.54462  -0.818
H: -2.47503 -3.64254 -1.80771  0.215
N: 3.46972 0.82512 -1.09160  -0.592
H: 0.76475 -1.82473 -3.90345  0.401
Cl: 8.20283 3.51367 1.18467  0.038
C: -2.99880 3.30354 -0.08531  -0.198
H: -2.51986 -2.43678 -0.53685  0.177
H: 2.85670 -1.04823 -3.92004  0.373
C: -3.40617 2.29175 0.77947  0.117

Properties
energy: -2324.7914 hartree
structure (SMILES): [H]/N=C(/N=C(/N)NCCCCCCN/C(=N\[H])N/C(N)=[NH+]/c1ccc(Cl)cc1)Nc1ccc(Cl)cc1
relative energy (zero: lowest compared OMol25 entry of this formula, charge and spin): 12.5 kcal per mole
total charge: +1
spin multiplicity: 1
HOMO energy: -11.0 eV

=====

| no. | Kohn-Sham gap (eV) |
| --- | --- |
| 1 | 7.3 |
| 2 | 8.6 |
| 3 | 9.1 |